F30InP5 | ωB97M-V/def2-TZVPD

Output
ΔE to the lowest compared entry with this formula, charge and spin (kJ/mol): 57.1
Charge: -2
Frontier orbital gap (eV): 5.745

```
36
Properties=species:S:1:pos:R:3:forces:R:3:lowdin_charge:R:1
In 0.4818 -0.2937 -0.0094 -2.56 0.98 0.64 1.7507
P 1.9683 2.9780 0.3089 -0.09 2.75 1.10 0.1484
F 3.0689 3.6701 -0.6270 -0.22 -0.48 -0.37 -0.1316
F 2.7525 1.5495 0.3042 -0.31 -1.17 -0.65 -0.1630
F 2.8485 3.4174 1.5929 -0.18 -0.61 0.14 -0.1487
F 0.8198 2.2919 1.2353 0.22 -1.33 0.39 -0.1683
F 1.1441 4.3626 0.4732 0.13 -0.11 -0.60 -0.1463
F 1.0732 2.5446 -0.9564 0.46 -0.39 -0.11 -0.1527
P 0.8020 0.1558 -3.6568 1.34 0.12 -0.36 0.1677
F 0.2877 -1.0861 -2.6857 1.03 -0.76 0.69 -0.1896
F 0.0757 1.0538 -2.5445 -1.10 0.77 0.19 -0.1647
F 2.1563 0.3109 -2.6961 -0.27 -0.23 0.34 -0.1953
F 1.1925 1.4361 -4.5246 0.01 0.14 0.36 -0.1220
F 1.7107 -0.7808 -4.5885 -0.49 -0.49 0.11 -0.1378
F -0.4812 -0.1003 -4.5602 -0.19 0.19 0.28 -0.1090
P -1.4927 -3.2397 -0.6854 0.33 -1.05 -0.12 0.1628
F -2.9303 -3.1376 -0.0110 0.08 0.08 -0.05 -0.1086
F -1.2660 -4.7047 -0.0703 -0.20 0.11 0.20 -0.1370
F -2.0863 -3.8252 -2.0414 0.09 -0.01 0.00 -0.1166
F 0.0455 -3.3129 -1.2481 0.00 0.23 -0.12 -0.1802
F -1.5942 -1.7403 -1.2543 0.30 0.05 0.06 -0.1759
F -0.8242 -2.5528 0.6937 0.57 0.79 -0.19 -0.2003
P 1.3749 -0.9397 3.5240 -1.36 2.57 0.08 0.1570
F 2.3132 -2.1737 3.8402 0.15 0.02 -0.05 -0.1077
F 2.2013 0.0468 4.4729 0.46 -0.40 -0.13 -0.1263
F 2.2746 -0.4566 2.2169 1.05 -0.60 -1.25 -0.1948
F 0.4579 0.3652 3.0476 -0.47 -0.45 0.23 -0.1982
F 0.5236 -1.8196 2.4658 -0.06 -0.38 -0.35 -0.1806
F 0.3419 -1.2392 4.6910 0.07 -0.58 0.03 -0.1142
P -2.7941 1.0417 0.4822 -0.20 0.91 -0.76 0.1739
F -1.4381 1.9481 0.3620 0.12 0.00 0.30 -0.1740
F -3.6658 2.0906 -0.3599 0.24 0.21 0.07 -0.1326
F -2.2462 0.3910 -0.9167 -0.19 -0.13 0.25 -0.1821
F -4.0408 0.0563 0.5485 0.17 -0.18 0.14 -0.1144
F -1.9006 -0.0813 1.3254 1.19 -0.26 -0.49 -0.1690
F -3.1544 1.7741 1.8517 -0.13 -0.29 0.05 -0.1186
```
Forces are in eV/Å.


F3Fe2N2O6 | ωB97M-V/def2-TZVPD

Output
Charge: -1
Spin multiplicity: 9
Frontier orbital gap (alpha / beta) (eV): 6.930 / 6.859

```
13
Properties=species:S:1:pos:R:3:forces:R:3:lowdin_charge:R:1
Fe 2.9264 0.1284 -2.2673 -1.78 1.07 5.61 1.1044
Fe -0.9352 -0.8351 2.0363 -2.87 -0.62 -3.51 1.0997
N 0.5962 -1.5764 -0.7685 3.87 0.79 4.33 -0.5429
O 0.7220 -0.7696 -1.7140 -0.40 -0.36 -1.48 -0.0772
O -0.3353 -1.5344 0.0523 -3.36 0.94 -0.49 -0.1196
O 1.5583 -2.1977 -0.3077 0.90 -1.04 -2.37 -0.0163
N -2.0566 1.8636 0.5384 -0.03 2.85 5.00 -0.5122
O -1.4748 0.9488 1.2725 1.06 -1.94 -0.06 -0.2064
O -3.0767 2.3256 1.1278 0.03 -0.87 -2.20 -0.0327
O -1.3985 2.4962 -0.2458 -0.38 -0.96 -1.43 0.0636
F 2.1653 1.6740 -1.3746 1.19 -1.51 -2.09 -0.5314
F -2.4990 -2.1043 1.7040 2.00 1.35 1.28 -0.5697
F 3.8080 -0.4191 -0.0533 -0.23 0.31 -2.59 -0.6593
```
Forces are in eV/Å.


F3H3SSi2 | ωB97M-V/def2-TZVPD

Output
ΔE to the lowest compared entry with this formula, charge and spin (kJ/mol): 206.1
Frontier orbital gap (eV): 7.318

```
9
Properties=species:S:1:pos:R:3:forces:R:3:lowdin_charge:R:1
F -2.7370 -0.2688 -0.2296 0.34 -0.49 0.10 -0.1118
F -1.4428 1.0307 -1.9129 0.55 -0.27 -0.02 -0.0997
F -1.4777 1.7325 0.4884 0.61 -0.26 0.18 -0.0973
Si 0.4136 -0.9633 -0.1049 3.13 1.11 0.92 0.6375
Si -1.3355 0.4548 -0.4391 -1.84 1.34 -0.31 0.0771
S 2.9010 0.5413 0.6588 -2.22 -1.40 -1.13 0.1601
H 0.3272 -1.8760 1.0343 -0.21 -0.05 0.05 -0.1115
H 0.9848 -1.5565 -1.3095 -0.15 -0.10 -0.20 -0.1132
H 2.3664 0.9053 1.8146 -0.20 0.13 0.41 -0.3411
```
Forces are in eV/Å.


F3HN2 | ωB97M-V/def2-TZVPD

Output
ΔE to the lowest compared entry with this formula, charge and spin (kJ/mol): 355.9
Frontier orbital gap (alpha / beta) (eV): 10.822 / 7.997

```
6
Properties=species:S:1:pos:R:3:forces:R:3:lowdin_charge:R:1
N -0.3327 0.7572 -0.1375 -2.51 -1.59 -1.47 -0.0172
N 0.3281 0.0550 0.7585 1.42 -1.25 -0.78 0.0673
F 0.4941 1.1497 -1.1296 0.48 0.39 0.18 0.0203
F 1.2794 -1.5780 -0.2267 -0.90 1.39 0.57 -0.3072
F -0.5590 -0.7185 1.3948 -0.45 0.47 -0.12 0.0123
H -1.2099 0.3346 -0.6595 1.95 0.58 1.61 0.2245
```
Forces are in eV/Å.


F3HN2 | ωB97M-V/def2-TZVPD

Output
Structure (SMILES): FNN(F)F
ΔE to the lowest compared entry with this formula, charge and spin (kJ/mol): 220.0
Frontier orbital gap (eV): 12.484

```
6
Properties=species:S:1:pos:R:3:forces:R:3:lowdin_charge:R:1
F 0.4348 1.6194 0.2818 -0.34 -1.48 0.38 -0.0620
N -0.2170 0.4865 0.8324 -1.70 2.78 0.43 0.0521
N -1.5980 0.6553 0.3710 1.67 1.84 1.19 -0.1329
F -2.1573 -0.4890 0.7081 -0.78 -2.11 1.03 0.0272
F -1.6956 0.6062 -0.9790 0.66 -0.12 -1.57 0.0061
H 0.2677 -0.3473 0.5967 0.49 -0.91 -1.46 0.1094
```
Forces are in eV/Å.


F3NOS2 | ωB97M-V/def2-TZVPD

Output
ΔE to the lowest compared entry with this formula, charge and spin (kJ/mol): 129.3
Frontier orbital gap (eV): 9.865

```
7
Properties=species:S:1:pos:R:3:forces:R:3:lowdin_charge:R:1
N 1.0017 0.1584 2.5383 -0.05 0.27 1.91 -0.3436
O -0.6671 -0.0668 0.5176 -0.90 -0.53 -0.22 -0.6092
F 0.4858 1.1328 -0.9796 1.14 1.33 -0.33 -0.4450
F 0.1751 -0.9204 -1.7114 -1.19 0.50 0.69 -0.2504
F -2.0373 -0.9670 -1.0936 0.12 -0.39 0.25 -0.3276
S 0.9853 0.0016 1.1392 1.10 -0.47 -0.97 0.9888
S -0.8505 0.1576 -1.0145 -0.21 -0.72 -1.33 0.9869
```
Forces are in eV/Å.


Number 1: molar mass 839.628 g/mol. Number 2: molar mass 292.692 g/mol. Number 3: molar mass 148.257 g/mol. Number 4: molar mass 86.016 g/mol. Number 5: molar mass 86.016 g/mol. Number 6: molar mass 151.134 g/mol.